# 1
# C16H14BIrN6O2S

A molecular structure, C16H14BIrN6O2S (wB97M-V/def2-TZVPD, OMol25).

```
41
C16H14BIrN6O2S | OMol25 | wB97M-V/def2-TZVPD
Ir -0.287 -0.160 0.137
C 0.184 -2.160 3.872
C -0.421 -1.196 3.073
N 0.102 -1.251 1.846
N 1.031 -2.230 1.830
C 1.097 -2.788 3.046
B 1.882 -2.436 0.564
N 2.504 -1.063 0.204
C 3.771 -0.652 0.096
C 3.781 0.688 -0.250
C 2.444 1.045 -0.344
N 1.692 -0.023 -0.071
N 0.935 -2.765 -0.605
C 0.823 -3.851 -1.377
C -0.195 -3.643 -2.288
C -0.669 -2.369 -2.004
N 0.026 -1.848 -0.989
H -0.014 -2.367 4.908
H -1.178 -0.466 3.303
H 1.793 -3.587 3.240
H 2.713 -3.276 0.709
H 4.579 -1.340 0.280
H 4.638 1.318 -0.409
H 1.990 1.993 -0.580
H 1.475 -4.694 -1.226
H -0.543 -4.315 -3.051
H -1.469 -1.816 -2.468
O -1.156 3.056 2.081
C -1.424 2.324 1.171
O -1.319 0.993 1.299
C -1.985 2.882 -0.111
C -2.699 4.057 0.001
C -3.289 4.651 -1.114
C -3.155 4.076 -2.374
C -2.420 2.917 -2.514
C -1.828 2.303 -1.393
S -0.876 0.915 -1.753
H -2.793 4.509 0.979
H -3.850 5.568 -0.994
H -3.613 4.536 -3.238
H -2.280 2.466 -3.488
```

Properties
Relative energy (zero: lowest compared OMol25 entry of this formula, charge and spin): 0.0000 eV
2S+1: 2
HOMO-LUMO gap (alpha / beta): 7.95 / 6.17 eV
HOMO energy (alpha / beta): -12.00 / -12.40 eV
Net charge: +1

Löwdin population analysis, charges in e, atoms 1 to 8:
1 Ir 1.2965
2 C -0.0188
3 C -0.0854
4 N -0.1197
5 N -0.0169
6 C -0.0339
7 B -0.4730
8 N 0.0026

=====

# 2
# C16H14Cl3NO4P

A gas-phase ion, C16H14Cl3NO4P (charge +1) at a distorted geometry (wB97M-V/def2-TZVPD, OMol25).

```
39
C16H14Cl3NO4P | OMol25 | wB97M-V/def2-TZVPD
C -1.521 2.956 -1.763
C -1.771 1.419 -2.278
Cl -0.699 0.821 -3.710
C -2.761 0.451 -1.721
Cl -2.908 -1.282 -2.452
O -3.654 0.857 -0.604
C -3.336 0.027 0.605
O -4.155 -0.942 1.058
C -1.919 0.414 1.368
C -1.813 1.957 1.978
C -0.381 2.353 2.695
N 0.763 1.341 2.779
P 2.281 1.915 3.539
O 1.927 3.116 4.749
Cl 3.275 2.985 1.939
C 0.706 -0.085 2.276
C -0.644 -0.648 1.534
C -0.859 -2.145 0.899
O 0.356 -2.970 0.822
C 1.096 -2.766 -0.433
C 2.703 -2.329 -0.280
C 3.645 -2.063 -1.598
C 2.957 -2.247 -3.081
C 1.389 -2.692 -3.337
C 0.488 -2.960 -1.957
H -2.397 3.409 -1.132
H -0.484 3.059 -1.191
H -1.407 3.639 -2.732
H -2.741 2.683 1.873
H -0.282 3.454 3.143
H 1.740 3.985 4.262
H 1.646 -0.805 2.416
H -1.400 -1.986 -0.149
H -1.642 -2.772 1.546
H 3.150 -2.222 0.819
H 4.783 -1.768 -1.431
H 3.623 -2.047 -4.022
H 0.898 -2.814 -4.401
H -0.654 -3.296 -2.027
```

Properties
Structure (SMILES): C/C(Cl)=C(/Cl)OC(=O)c1cc[n+](P(O)Cl)cc1COc1ccccc1
HOMO-LUMO gap: 5.10 eV
HOMO energy: -11.01 eV
Net charge: +1

Löwdin population analysis, charges in e, atoms 1 to 8:
1 C -0.1151
2 C -0.5166
3 Cl 0.5235
4 C -0.5391
5 Cl 0.5801
6 O -0.0818
7 C -0.2233
8 O 0.0629

=====

# 3
# C16H14F5N2O3TeV

A molecular structure, C16H14F5N2O3TeV at a distorted geometry (wB97M-V/def2-TZVPD, OMol25).

```
42
C16H14F5N2O3TeV | OMol25 | wB97M-V/def2-TZVPD
V -0.179 0.064 0.108
O 1.655 0.781 0.047
C 2.534 0.257 0.834
C 3.800 -0.128 0.342
C 4.757 -0.659 1.170
C 4.526 -0.778 2.545
C 3.315 -0.395 3.065
C 2.290 0.080 2.232
C 1.032 0.493 2.757
N -0.055 0.538 2.059
C -1.123 1.392 2.519
C -1.357 2.343 1.334
N -1.448 1.458 0.203
C -2.524 1.485 -0.524
C -2.926 0.411 -1.353
C -3.957 0.560 -2.294
C -4.410 -0.515 -3.013
C -3.837 -1.776 -2.814
C -2.851 -1.967 -1.879
C -2.375 -0.890 -1.100
O -1.542 -1.070 -0.140
H 3.968 -0.028 -0.720
H 5.695 -0.994 0.752
H 5.286 -1.199 3.188
H 3.106 -0.497 4.123
H 1.022 0.879 3.786
H -0.859 1.947 3.433
H -2.027 0.796 2.702
H -0.493 3.009 1.223
H -2.269 2.941 1.471
H -3.210 2.334 -0.433
H -4.375 1.547 -2.450
H -5.202 -0.387 -3.735
H -4.191 -2.613 -3.396
H -2.390 -2.933 -1.735
F 0.574 -2.440 -2.166
Te 1.570 -0.704 -1.848
F 2.760 0.880 -2.554
F 3.311 -1.982 -2.354
F 1.443 -0.807 -3.802
F 0.949 -1.659 0.243
O 0.009 0.226 -1.826
```

Properties
2S+1: 2
HOMO-LUMO gap (alpha / beta): 4.77 / 5.41 eV
HOMO energy (alpha / beta): -3.64 / -3.97 eV
Net charge: -1

Löwdin population analysis, charges in e, atoms 1 to 8:
1 V 0.9991
2 O -0.2791
3 C -0.3710
4 C -0.0085
5 C -0.0425
6 C -0.0952
7 C -0.0498
8 C -0.1443

=====

# 4
# C16H14FNO6

C16H14FNO6 in the gas phase at a distorted geometry (wB97M-V/def2-TZVPD, OMol25).

```
38
C16H14FNO6 | OMol25 | wB97M-V/def2-TZVPD
C 4.820 4.523 -1.207
H 5.242 5.420 -1.657
O 3.799 4.092 -2.078
C 3.283 2.820 -1.793
C 2.351 2.806 -0.569
H 2.915 3.028 0.343
H 1.542 3.527 -0.701
O 1.727 1.533 -0.431
C 2.453 0.573 0.159
O 3.553 0.731 0.609
C 1.667 -0.692 0.230
C 0.357 -0.682 0.569
C -0.350 -1.919 0.733
C 0.373 -3.066 0.626
O 1.641 -3.115 0.270
C 2.359 -1.945 -0.026
N 3.514 -2.004 -0.504
H 3.888 -2.938 -0.629
H -0.063 -4.041 0.803
C -1.774 -2.012 1.122
O -2.140 -2.919 1.868
C -2.705 -1.003 0.612
C -2.403 -0.212 -0.504
C -3.301 0.739 -0.926
C -4.510 0.951 -0.271
C -4.830 0.161 0.807
C -3.959 -0.843 1.249
O -4.348 -1.602 2.271
H -3.675 -2.308 2.415
H -5.768 0.278 1.326
H -5.182 1.715 -0.627
F -3.003 1.488 -2.007
H -1.490 -0.356 -1.059
H -0.143 0.251 0.779
H 2.709 2.526 -2.676
H 4.093 2.093 -1.632
H 5.601 3.761 -1.108
H 4.434 4.769 -0.212
```

Properties
Relative energy (zero: lowest compared OMol25 entry of this formula, charge and spin): 0.0377 eV
Structure (SMILES): [H]/N=c1\occ(C(=O)c2cc(F)ccc2O)cc1C(=O)OCCOC
HOMO-LUMO gap: 8.22 eV
HOMO energy: -8.92 eV

Löwdin population analysis, charges in e, atoms 1 to 8:
1 C -0.1030
2 H 0.0892
3 O -0.1794
4 C -0.2002
5 C -0.1309
6 H 0.1242
7 H 0.1377
8 O 0.0081

=====

# 5
# C16H14N2O3

C16H14N2O3 in the gas phase at a distorted geometry (wB97M-V/def2-TZVPD, OMol25).

```
35
C16H14N2O3 | OMol25 | wB97M-V/def2-TZVPD
O 3.695 2.496 2.620
O -2.655 -0.674 -1.847
O 6.072 3.438 1.774
C 3.998 2.224 1.466
C 3.026 1.564 0.548
C 1.928 0.831 0.996
C -5.607 -2.809 -1.302
C -5.545 -3.051 0.079
C -4.661 -2.005 -1.896
C -0.499 0.336 -1.833
C 0.675 0.647 -1.169
C -4.459 -2.554 0.814
C -0.239 -0.284 0.903
C -3.601 -1.448 -1.164
C -1.515 -0.344 -1.152
C 0.798 0.380 0.218
C -3.462 -1.799 0.210
C -1.365 -0.679 0.222
N -2.347 -1.374 0.913
N 5.181 2.644 0.958
C 5.705 2.123 -0.327
H 5.540 3.827 2.513
H 3.185 1.729 -0.501
H 1.899 0.733 2.062
H -6.454 -3.204 -1.867
H -6.286 -3.655 0.563
H -4.755 -1.739 -2.939
H -0.601 0.566 -2.896
H 1.486 1.090 -1.730
H -4.331 -2.777 1.885
H -0.155 -0.388 2.004
H -2.113 -1.838 1.792
H 5.523 1.055 -0.438
H 5.170 2.638 -1.133
H 6.769 2.298 -0.348
```

Properties
Relative energy (zero: lowest compared OMol25 entry of this formula, charge and spin): 3.4595 eV
Structure (SMILES): CN(O)C(=O)/C=C/c1ccc2c(c1)Nc1ccccc1O2
HOMO-LUMO gap: 7.25 eV
HOMO energy: -7.34 eV

Löwdin population analysis, charges in e, atoms 1 to 8:
1 O 0.0371
2 O 0.0542
3 O 0.0101
4 C -0.4840
5 C 0.0163
6 C -0.0053
7 C -0.1009
8 C -0.0840

=====

# 6
# C16H14N2O3

C16H14N2O3 in the gas phase (wB97M-V/def2-TZVPD, OMol25).

```
35
C16H14N2O3 | OMol25 | wB97M-V/def2-TZVPD
C 0.464 3.517 -0.688
C 1.263 2.293 -0.361
C 2.559 2.390 0.123
C 3.315 1.267 0.434
C 2.727 0.033 0.259
C 1.416 -0.085 -0.209
C 0.684 1.033 -0.529
H -0.321 0.946 -0.911
C 1.051 -1.546 -0.221
O 0.560 -2.004 -1.455
H 0.843 -2.925 -1.554
C 0.086 -1.903 0.957
C -0.831 -0.755 1.335
O -0.528 0.012 2.222
C -2.118 -0.629 0.613
C -3.156 0.079 1.228
N -4.341 0.259 0.684
C -4.562 -0.255 -0.516
C -3.607 -0.971 -1.224
C -2.361 -1.163 -0.652
H -1.584 -1.680 -1.195
H -3.830 -1.362 -2.205
H -5.548 -0.078 -0.924
H -3.003 0.509 2.209
H -0.482 -2.790 0.676
H 0.689 -2.130 1.839
C 2.406 -2.216 0.103
O 2.627 -3.402 0.030
N 3.270 -1.237 0.461
H 4.230 -1.407 0.717
H 4.325 1.361 0.800
H 2.998 3.368 0.260
H -0.371 3.611 0.006
H 1.074 4.413 -0.619
H 0.053 3.447 -1.694
```

Properties
Relative energy (zero: lowest compared OMol25 entry of this formula, charge and spin): 0.5671 eV
Structure (SMILES): Cc1ccc2c(c1)[C@](O)(CC(=O)c1cccnc1)C(=O)N2
HOMO-LUMO gap: 8.55 eV
HOMO energy: -8.55 eV

Löwdin population analysis, charges in e, atoms 1 to 8:
1 C -0.0478
2 C -0.2607
3 C -0.0348
4 C -0.0006
5 C -0.1776
6 C -0.0839
7 C 0.0353
8 H 0.1285